# C3H7N2

The ion C3H7N2 with charge +1 (ωB97M-V/def2-TZVPD, OMol25).

Geometry as XYZ:
```
12
C3H7N2, DFT ωB97M-V/def2-TZVPD
C 0.505 0.026 -0.047
C 0.514 1.401 0.001
C -1.830 -0.103 0.081
N -0.667 -0.645 -0.089
N 1.623 -0.778 0.029
H 1.471 2.018 0.007
H -0.449 1.849 0.022
H -2.136 0.919 -0.307
H -2.506 -0.926 0.147
H -0.532 -1.605 0.095
H 2.449 -0.366 -0.207
H 1.557 -1.789 0.269
```

Output
Orbital gap (spin up / spin down) = 0.252 / 0.252 hartree
SMILES = C=[NH+]C(=C)N
Charge = +1
LUMO energy (spin up / spin down) = -6.33 / -6.33 eV